DFT (ωB97M-V/def2-TZVPD) results for an isolated ion of composition C5H13N2 and charge +1 at a distorted geometry.

Structure (XYZ):
```
20
Properties=species:S:1:pos:R:3
H 0.371 -3.131 0.622
N 0.199 -2.237 0.256
C 0.225 -1.280 1.031
C -0.338 0.159 0.427
C 0.535 1.234 1.068
C -1.785 0.387 0.428
N -0.163 -0.065 -1.091
C 1.242 0.212 -1.592
H 0.552 -1.157 2.109
H 1.557 0.829 1.146
H 0.756 2.155 0.389
H -0.068 1.560 1.855
H -2.264 -0.287 -0.221
H -2.153 0.323 1.510
H -2.104 1.255 -0.040
H -0.899 0.375 -1.617
H -0.521 -1.068 -1.164
H 1.442 0.028 -2.723
H 1.565 1.287 -1.243
H 1.852 -0.580 -1.151
```

## Properties
HOMO-LUMO gap = 0.433 hartree
energy relative to the best compared isomer or geometry (same formula, charge and spin) = 71.59 kcal per mole
total charge = +1
total energy = -307.5075 Ha
2S+1 = 1
LUMO level = -2.9 eV
SMILES = [H]/N=C/C(C)(C)[NH2+]C

natural (NBO) population analysis, charges in e, atoms 1 to 2: H 0.391; N -0.641



DFT (ωB97M-V/def2-TZVPD) results for C5H13N2O as an isolated structure at a distorted geometry.

Structure (XYZ):
```
21
Properties=species:S:1:pos:R:3
C -1.467 -0.313 -0.874
N -2.445 0.417 -1.366
C -2.005 0.297 2.500
C -0.038 0.192 -0.686
C 0.753 -0.151 -1.957
N 0.528 -0.389 0.532
C 1.900 0.200 0.870
O 2.916 -0.344 0.218
H -2.100 0.654 -0.263
H -1.516 -1.422 -0.831
H -1.656 -0.188 1.595
H -1.376 1.172 2.645
H -3.035 0.628 2.365
H -1.958 -0.401 3.332
H -0.134 1.273 -0.585
H 0.315 0.405 -2.797
H 1.785 0.158 -1.808
H 0.683 -1.221 -2.149
H 0.742 -1.367 0.334
H 1.731 1.291 0.671
H 1.985 0.064 1.978
```

## Properties
HOMO-LUMO gap = 0.245 hartree
energy relative to the best compared isomer or geometry (same formula, charge and spin) = 87.15 kcal per mole
total charge = -1
total energy = -382.9250 Ha
2S+1 = 1
LUMO level = 3.9 eV

natural (NBO) population analysis, charges in e, atoms 1 to 2: C 0.097; N -0.651



DFT (ωB97M-V/def2-TZVPD) results for a 5-piece molecular cluster, C17H40ClIN6O5P overall at a distorted geometry.

Structure (XYZ):
```
71
Properties=species:S:1:pos:R:3
C 3.879 -0.877 3.078
C 2.346 -0.831 3.109
I 1.739 1.246 3.040
C 1.698 -1.549 1.907
P 0.023 -2.051 2.265
N -0.404 -3.254 1.204
N 0.002 -2.629 3.830
C -1.228 -0.773 2.140
C -2.338 -1.070 3.132
O -3.238 -1.842 2.914
Cl -2.175 -0.191 4.633
H 4.237 -1.237 4.030
H 4.224 -1.542 2.309
H 4.296 0.102 2.934
H 2.017 -1.266 4.035
H 2.225 -2.470 1.688
H 1.756 -0.946 1.016
H -0.027 -4.136 1.521
H -1.411 -3.317 1.107
H -0.732 -3.311 3.953
H 0.894 -3.044 4.068
H -1.652 -0.754 1.143
H -0.825 0.204 2.356
C -1.654 2.179 -0.026
O -0.571 2.550 0.393
N -2.767 2.090 0.718
C -4.027 1.628 0.168
C -2.697 2.464 2.120
H -1.807 1.875 -1.073
H -4.801 2.389 0.278
H -4.343 0.728 0.701
H -3.911 1.387 -0.885
H -2.386 3.503 2.220
H -1.964 1.845 2.644
H -3.674 2.334 2.579
C 4.651 -1.137 -0.554
O 3.989 -1.955 0.078
N 5.793 -1.410 -1.176
C 6.535 -0.397 -1.910
C 6.314 -2.770 -1.122
H 4.340 -0.085 -0.654
H 6.629 -0.687 -2.956
H 7.531 -0.281 -1.483
H 6.015 0.556 -1.855
H 5.594 -3.464 -1.553
H 6.492 -3.062 -0.088
H 7.245 -2.821 -1.678
C -1.663 4.850 -3.913
O -2.588 4.301 -3.344
N -0.551 5.290 -3.302
C 0.531 5.927 -4.024
C -0.449 5.108 -1.863
H -1.660 5.028 -5.001
H 1.454 5.356 -3.902
H 0.692 6.939 -3.650
H 0.290 5.979 -5.083
H -0.521 4.050 -1.624
H -1.271 5.627 -1.368
H 0.498 5.499 -1.503
C -2.595 -2.269 -1.719
O -2.303 -1.200 -1.212
N -3.744 -2.927 -1.510
C -4.009 -4.227 -2.103
C -4.760 -2.309 -0.670
H -1.898 -2.817 -2.375
H -4.888 -4.176 -2.745
H -4.186 -4.969 -1.322
H -3.157 -4.542 -2.701
H -5.062 -1.350 -1.090
H -4.366 -2.131 0.333
H -5.623 -2.964 -0.606
```

## Properties
HOMO-LUMO gap = 0.297 hartree
total charge = +1
total energy = -2475.5721 Ha
2S+1 = 1
LUMO level = -2.6 eV

Mulliken population analysis, charges in e, atoms 1 to 2: C -1.077; C -0.236



DFT (ωB97M-V/def2-TZVPD) results for a 2-piece molecular cluster, C9H13N2O overall at a distorted geometry.

Structure (XYZ):
```
25
Properties=species:S:1:pos:R:3
C -1.042 2.371 -3.334
C -0.148 2.395 -2.214
C -1.668 1.162 -3.334
C -0.365 1.186 -1.685
C 0.833 0.277 0.387
C 2.247 -0.233 1.992
C 1.180 -1.362 1.984
C -1.037 -0.310 1.781
C -0.315 -1.852 0.065
N 1.916 0.602 0.861
N 0.122 -0.858 1.056
O -1.236 0.410 -2.285
H -1.170 3.178 -4.026
H 0.508 3.174 -1.898
H -2.401 0.722 -3.978
H 2.212 0.385 2.891
H 3.263 -0.606 1.876
H 1.602 -2.282 1.580
H 0.764 -1.564 2.969
H -1.632 -1.119 2.207
H -0.701 0.351 2.578
H -1.658 0.264 1.092
H -1.045 -1.401 -0.604
H 0.538 -2.183 -0.526
H -0.767 -2.707 0.565
```

## Properties
HOMO-LUMO gap (spin up / spin down) = 0.279 / 0.280 hartree
energy relative to the best compared isomer or geometry (same formula, charge and spin) = 152.03 kcal per mole
total charge = +1
total energy = -535.0447 Ha
2S+1 = 1
LUMO level (spin up / spin down) = -5.0 / -5.0 eV

natural (NBO) population analysis, charges in e, atoms 1 to 2: C -0.273; C -0.369



DFT (ωB97M-V/def2-TZVPD) results for one molecule with the formula C5H8Cl2S at a distorted geometry.

Structure (XYZ):
```
16
Properties=species:S:1:pos:R:3
C -0.079 -0.071 -2.647
C 0.424 -0.510 -1.293
C 0.713 0.577 -0.213
S 2.386 1.249 -0.020
C 0.272 -0.436 0.834
Cl -0.526 0.150 2.300
C -0.515 -1.190 -0.248
Cl -2.219 -0.700 -0.395
H -0.342 -0.955 -3.253
H 0.694 0.425 -3.175
H -0.941 0.564 -2.553
H 1.268 -1.145 -1.377
H -0.001 1.406 -0.286
H 2.310 2.202 -0.983
H 1.111 -1.076 1.171
H -0.502 -2.281 -0.209
```

## Properties
HOMO-LUMO gap = 0.370 hartree
energy relative to the best compared isomer or geometry (same formula, charge and spin) = 0.00 kcal per mole
total energy = -1513.8730 Ha
2S+1 = 1
LUMO level = 0.7 eV
SMILES = C[C@H]1[C@H](S)[C@@H](Cl)[C@H]1Cl

natural (NBO) population analysis, charges in e, atoms 1 to 2: C -0.611; C -0.225



DFT (ωB97M-V/def2-TZVPD) results for one molecule with the formula C5H8O at a distorted geometry.

Structure (XYZ):
```
14
Properties=species:S:1:pos:R:3
C 0.814 -2.435 0.207
C -0.071 -1.507 0.543
C -0.520 -0.421 -0.362
C -0.204 0.862 -0.195
C -0.404 1.902 -1.229
O 0.329 1.340 0.971
H 1.440 -3.011 0.867
H 1.082 -2.520 -0.840
H -0.383 -1.335 1.574
H -0.929 -0.675 -1.321
H -1.358 2.410 -1.118
H 0.405 2.641 -1.179
H -0.293 1.520 -2.243
H 0.051 0.830 1.745
```

## Properties
HOMO-LUMO gap = 0.344 hartree
energy relative to the best compared isomer or geometry (same formula, charge and spin) = 37.47 kcal per mole
total energy = -270.4982 Ha
2S+1 = 1
LUMO level = 0.9 eV
SMILES = C=C/C=C(/C)O

natural (NBO) population analysis, charges in e, atoms 1 to 2: C -0.376; C -0.202



DFT (ωB97M-V/def2-TZVPD) results for one molecule with the formula C4H13PSi at a distorted geometry.

Structure (XYZ):
```
19
Properties=species:S:1:pos:R:3
C 3.300 -0.046 0.090
P 1.706 0.172 0.633
Si -0.584 0.004 -0.125
C -0.992 -1.877 0.410
C -1.721 1.289 0.747
C -0.471 0.140 -2.053
H 3.516 -1.100 0.332
H 3.161 -0.032 -1.074
H 1.555 0.109 2.019
H 1.471 1.664 0.700
H -0.766 -2.390 -0.484
H -0.269 -2.117 1.195
H -2.005 -1.812 0.686
H -2.707 1.096 1.084
H -1.170 1.790 1.534
H -1.874 1.941 -0.135
H 0.343 -0.313 -2.639
H -1.517 -0.068 -2.409
H -0.410 1.126 -2.407
```

## Properties
HOMO-LUMO gap = 0.293 hartree
energy relative to the best compared isomer or geometry (same formula, charge and spin) = 61.32 kcal per mole
total energy = -790.9232 Ha
2S+1 = 1
LUMO level = 0.7 eV
SMILES = C=[PH2][Si](C)(C)C

natural (NBO) population analysis, charges in e, atoms 1 to 2: C -1.121; P 0.561



DFT (ωB97M-V/def2-TZVPD) results for a 8-piece molecular cluster, C32H43Cl2F21O17P overall at a distorted geometry.

Structure (XYZ):
```
116
Properties=species:S:1:pos:R:3
C -4.272 2.247 4.991
C -3.080 2.092 3.846
Cl -2.248 3.741 3.455
C -3.777 1.405 2.498
Cl -4.416 2.772 1.358
C -2.608 0.506 1.758
P -2.393 -1.215 2.558
O -1.152 -1.948 1.836
O -2.158 -1.204 4.284
O -3.802 -2.199 2.117
H -4.178 1.315 5.694
H -4.091 3.271 5.535
H -5.319 2.172 4.459
H -2.230 1.405 4.294
H -4.721 0.772 2.795
H -1.614 1.144 1.929
H -3.026 -0.992 4.754
H -4.538 -1.512 2.058
C -0.707 -4.238 9.132
C -0.451 -3.236 8.020
O -1.398 -2.159 8.080
C -1.135 -1.176 9.001
O -0.162 -1.183 9.749
C -2.190 -0.074 8.925
F -3.462 -0.565 8.871
F -2.038 0.709 7.820
F -2.157 0.770 9.996
H -1.744 -4.590 9.102
H -0.038 -5.098 9.040
H -0.554 -3.784 10.115
H -0.589 -3.726 7.049
H 0.575 -2.855 8.046
C -4.274 6.522 1.095
C -4.406 7.964 0.641
O -5.782 8.301 0.413
C -6.521 8.604 1.529
O -6.070 8.596 2.670
C -7.949 8.988 1.139
F -8.496 8.128 0.232
F -8.011 10.227 0.573
F -8.803 9.011 2.201
H -4.757 5.848 0.380
H -3.222 6.241 1.193
H -4.765 6.365 2.060
H -3.885 8.095 -0.315
H -3.948 8.658 1.354
C -1.159 4.923 -4.460
C -2.272 5.810 -4.989
O -3.549 5.357 -4.516
C -3.885 5.729 -3.238
O -3.163 6.404 -2.511
C -5.282 5.223 -2.882
F -5.475 3.918 -3.232
F -6.262 5.933 -3.509
F -5.552 5.299 -1.548
H -1.350 3.874 -4.711
H -0.195 5.219 -4.883
H -1.091 4.982 -3.370
H -2.299 5.747 -6.083
H -2.111 6.861 -4.730
C 0.610 -2.343 -0.397
C 1.258 -2.633 -1.739
O 1.241 -1.465 -2.573
C 2.217 -0.533 -2.324
O 3.069 -0.652 -1.448
C 2.113 0.630 -3.310
F 0.833 1.079 -3.461
F 2.544 0.287 -4.557
F 2.851 1.713 -2.936
H -0.399 -1.942 -0.536
H 0.551 -3.252 0.208
H 1.177 -1.593 0.161
H 0.682 -3.405 -2.263
H 2.278 -3.016 -1.624
C 5.201 0.421 -5.717
C 6.042 0.942 -6.869
O 7.365 0.387 -6.822
C 7.503 -0.885 -7.320
O 6.576 -1.543 -7.782
C 8.963 -1.331 -7.253
F 9.544 -1.056 -6.049
F 9.733 -0.715 -8.194
F 9.120 -2.671 -7.450
H 5.700 0.609 -4.760
H 4.220 0.903 -5.706
H 5.055 -0.660 -5.791
H 6.151 2.029 -6.779
H 5.570 0.744 -7.837
C -3.052 -9.983 11.677
C -3.031 -9.096 10.445
O -1.840 -8.295 10.418
C -0.704 -8.918 9.966
O -0.666 -10.090 9.602
C 0.472 -7.942 9.945
F 0.567 -7.206 11.090
F 0.375 -7.043 8.924
F 1.676 -8.562 9.793
H -2.931 -9.384 12.585
H -3.994 -10.535 11.739
H -2.230 -10.704 11.659
H -3.879 -8.403 10.480
H -3.129 -9.679 9.523
C 7.638 0.023 -10.984
C 7.297 -1.440 -10.762
O 6.858 -2.049 -11.985
C 7.846 -2.430 -12.858
O 9.045 -2.273 -12.644
C 7.243 -3.104 -14.090
F 6.180 -2.417 -14.599
F 6.788 -4.360 -13.818
F 8.133 -3.236 -15.114
H 6.790 0.552 -11.434
H 7.896 0.508 -10.038
H 8.481 0.133 -11.671
H 6.465 -1.517 -10.053
H 8.140 -1.992 -10.332
```

## Properties
HOMO-LUMO gap = 0.197 hartree
total charge = -1
total energy = -5883.2493 Ha
2S+1 = 1
LUMO level = 1.4 eV

Mulliken population analysis, charges in e, atoms 1 to 2: C -0.790; C 0.030



DFT (ωB97M-V/def2-TZVPD) results for a 2-piece molecular cluster, C5H13NO2 overall at a distorted geometry.

Structure (XYZ):
```
21
Properties=species:S:1:pos:R:3
C 0.968 1.340 1.831
C 1.144 0.363 0.634
C 2.076 0.913 -0.531
C -0.130 -0.176 -0.017
N -1.150 -0.600 0.952
C -2.377 -0.934 0.500
O -2.757 -0.737 -0.633
H 1.150 0.805 2.749
H 1.540 2.250 1.626
H -0.019 1.791 1.715
H 1.794 -0.385 1.107
H 1.578 0.740 -1.481
H 2.927 0.222 -0.546
H 2.435 1.910 -0.307
H -0.009 -1.009 -0.704
H -0.518 0.589 -0.706
H -0.847 -0.844 1.877
H -2.916 -1.656 1.160
O -1.233 -1.444 -3.183
H -1.955 -1.809 -3.710
H -1.703 -1.330 -2.331
```

## Properties
HOMO-LUMO gap = 0.395 hartree
energy relative to the best compared isomer or geometry (same formula, charge and spin) = 30.45 kcal per mole
total energy = -403.5281 Ha
2S+1 = 1
LUMO level = 0.8 eV
SMILES = CC(C)CNC=O.O

natural (NBO) population analysis, charges in e, atoms 1 to 2: C -0.628; C -0.225



DFT (ωB97M-V/def2-TZVPD) results for C26H16Cl4N5O2Pr as an isolated structure at a distorted geometry.

Structure (XYZ):
```
54
Properties=species:S:1:pos:R:3
Pr 0.093 0.262 -1.089
N -0.262 3.451 2.422
C -0.251 2.895 1.208
N 0.671 2.092 0.768
C 1.693 1.710 1.634
N 2.520 0.756 1.374
N 2.351 0.189 0.127
C 2.793 -0.995 0.011
C 2.691 -1.684 -1.290
C 3.178 -2.969 -1.450
C 3.095 -3.565 -2.699
C 2.530 -2.857 -3.742
C 2.038 -1.584 -3.489
N 2.115 -1.006 -2.295
C 1.804 2.381 2.935
C 2.868 2.160 3.810
C 2.900 2.786 5.037
C 1.860 3.638 5.415
C 0.801 3.870 4.563
C 0.783 3.242 3.321
H -1.049 4.020 2.690
H -1.101 3.112 0.573
H 3.228 -1.516 0.861
H 3.613 -3.489 -0.606
H 3.464 -4.570 -2.851
H 2.442 -3.285 -4.731
H 1.536 -1.016 -4.260
H 3.653 1.483 3.503
H 3.727 2.612 5.712
H 1.880 4.122 6.382
H -0.010 4.529 4.851
Cl -5.633 0.134 2.858
C -4.131 -0.288 2.120
C -3.493 -1.476 2.444
Cl -4.198 -2.565 3.583
C -2.265 -1.779 1.849
Cl -1.415 -3.231 2.252
C -1.666 -0.929 0.929
O -0.464 -1.201 0.398
C -2.336 0.270 0.564
O -1.775 1.098 -0.320
C -3.540 0.573 1.191
Cl -4.274 2.097 0.800
C -2.750 -1.718 -5.099
C -2.630 -0.336 -5.026
C -1.782 0.236 -4.082
C -1.016 -0.520 -3.184
C -1.179 -1.911 -3.289
C -2.022 -2.509 -4.221
H -3.411 -2.174 -5.827
H -3.200 0.295 -5.699
H -1.730 1.323 -4.052
H -0.628 -2.575 -2.621
H -2.115 -3.589 -4.261
```

## Properties
HOMO-LUMO gap (spin up / spin down) = 0.226 / 0.226 hartree
energy relative to the best compared isomer or geometry (same formula, charge and spin) = 0.00 kcal per mole
<S²> = 2.00
total energy = -3782.5040 Ha
2S+1 = 3
LUMO level (spin up / spin down) = -1.1 / -1.1 eV

Mulliken population analysis, charges in e, atoms 1 to 2: Pr 0.671; N 0.063



DFT (ωB97M-V/def2-TZVPD) results for a 2-piece molecular cluster, C3H9N3O overall at a distorted geometry.

Structure (XYZ):
```
16
Properties=species:S:1:pos:R:3
C -1.083 -1.112 1.299
C 0.166 -1.055 0.761
N 1.148 -0.219 1.264
N 0.640 -2.004 -0.131
H -1.757 -1.903 1.027
H -1.285 -0.649 2.248
H 0.832 0.432 1.965
H 1.721 0.207 0.543
H -0.077 -2.516 -0.621
H 1.306 -1.618 -0.789
C -0.616 2.022 -1.157
N 0.126 0.767 -1.674
O 1.303 0.649 -1.371
H -0.243 2.492 -0.244
H -1.680 1.784 -1.134
H -0.503 2.723 -1.985
```

## Properties
HOMO-LUMO gap = 0.266 hartree
energy relative to the best compared isomer or geometry (same formula, charge and spin) = 91.14 kcal per mole
total energy = -359.0992 Ha
2S+1 = 1
LUMO level = -0.4 eV
SMILES = C=C(N)N.CN=O

natural (NBO) population analysis, charges in e, atoms 1 to 2: C -0.630; C 0.358



DFT (ωB97M-V/def2-TZVPD) results for one molecule with the formula C10H20N6O4 at a distorted geometry.

Structure (XYZ):
```
40
Properties=species:S:1:pos:R:3
H 1.274 -0.627 -2.630
N 2.255 -0.618 -2.653
C 2.721 0.033 -1.613
N 4.085 0.123 -1.533
N 1.948 0.486 -0.574
C 2.434 0.848 0.683
C 2.206 -0.169 1.752
C 0.738 -0.771 2.012
C 0.225 -1.915 1.088
N 1.327 -2.531 0.323
C -0.800 -1.217 0.142
O -0.524 -0.825 -0.998
N -1.923 -0.755 0.802
C -2.920 0.001 0.141
C -2.315 1.161 -0.668
C -1.523 2.149 0.256
N -0.866 3.162 -0.411
O -1.512 2.082 1.457
C -3.931 -0.853 -0.679
O -3.927 -2.019 -0.769
O -4.820 -0.103 -1.308
H 4.562 0.112 -2.436
H 4.336 0.841 -0.932
H 0.943 0.373 -0.718
H 1.982 1.803 1.019
H 3.478 1.120 0.689
H 2.503 0.200 2.711
H 2.775 -1.114 1.570
H -0.031 0.028 2.006
H 0.692 -1.185 3.024
H -0.253 -2.680 1.720
H 1.006 -3.446 -0.007
H 1.434 -1.924 -0.471
H -2.174 -1.295 1.597
H -3.559 0.461 0.915
H -1.667 0.872 -1.509
H -3.171 1.703 -0.998
H -1.118 3.316 -1.344
H -0.505 3.953 0.114
H -5.385 -0.778 -1.773
```

## Properties
HOMO-LUMO gap = 0.308 hartree
energy relative to the best compared isomer or geometry (same formula, charge and spin) = 34.80 kcal per mole
total energy = -1022.5945 Ha
2S+1 = 1
LUMO level = 0.4 eV
SMILES = [H]/N=C(/N)NCCC[C@H](N)C(=O)N[C@@H](CC(N)=O)C(=O)O

natural (NBO) population analysis, charges in e, atoms 1 to 2: H 0.334; N -0.819



> Look up the total energy of the eighth one.

-5883.2493 Ha